[1]
This record from OMol25 describes C41H39GaN4O4P as an isolated structure. The level of theory is wB97M-V/def2-TZVPD.

Each line ends with the Mulliken charge.
Element x y z (Å)
H: 3.23 1.71 1.42  0.4354
H: 0.13 -6.05 0.89  0.4566
H: 1.00 0.73 3.02  -0.7894
C: 3.24 -1.30 3.02  -0.5568
C: -1.95 -0.37 4.02  -0.8215
C: -0.13 -1.25 -2.42  -0.4713
C: 2.95 -0.34 2.06  0.2351
C: 3.06 0.52 -1.80  0.7321
C: -0.74 -0.01 -2.24  1.2704
N: -1.27 0.01 1.76  0.4843
H: 5.05 0.63 5.14  0.4661
H: -3.59 3.38 -0.43  0.5404
H: 2.40 -3.09 -1.19  0.5546
C: 3.14 -0.47 -0.80  0.7129
O: 0.49 3.07 -1.43  -0.6082
C: 3.43 0.97 2.19  -0.1988
H: -1.78 -0.23 5.07  0.5960
H: 0.70 -1.05 -5.71  0.5108
H: -3.72 -1.57 4.29  0.5035
P: 1.99 -0.70 0.58  2.0741
H: 0.22 5.03 3.17  0.5001
H: -0.48 -4.38 2.62  0.5089
C: 5.07 -0.38 -2.82  -0.8939
H: -5.52 -1.00 -1.66  0.5562
H: -2.45 -0.79 0.27  0.5771
C: -5.50 0.60 -0.23  -0.9386
C: 0.14 -4.10 1.78  -0.9364
H: 3.97 1.30 -3.57  0.4946
Ga: 0.07 0.73 0.35  1.3983
H: 0.13 3.40 -0.60  0.3804
C: 0.37 -1.63 -3.66  -0.6058
C: -1.64 2.06 -3.38  -1.2807
C: 4.02 0.54 -2.80  -0.7389
C: 2.12 1.64 -1.86  -1.1736
H: 5.80 -0.34 -3.62  0.4786
H: -0.18 2.97 4.31  0.3408
C: 4.46 0.36 4.28  -0.6462
C: 0.09 0.99 3.56  -0.7214
H: 0.35 -2.08 2.46  0.5251
H: 4.33 -2.06 0.00  0.5512
C: -4.96 1.82 0.13  -0.9596
C: 1.30 -4.66 -0.25  -0.7682
H: 0.28 0.77 4.61  0.8368
H: -5.33 2.35 1.01  0.5010
H: 2.89 -2.31 2.91  0.5100
H: -3.85 -1.38 -4.82  0.2710
H: 2.27 2.34 -2.68  0.4494
H: 6.01 -2.00 -1.78  0.4836
C: 0.29 -0.77 -4.75  -1.3841
H: 0.83 -2.60 -3.77  0.5519
C: 0.61 -2.80 1.69  -0.7258
C: -0.33 4.57 2.34  -1.7293
N: -2.67 2.45 -2.69  0.1785
H: 4.57 2.32 3.41  0.5061
C: -3.55 1.74 -1.81  0.1489
N: 1.18 1.92 -1.05  0.4270
H: 4.23 -1.68 4.88  0.4892
H: -6.29 0.15 0.36  0.4976
C: 1.77 -3.36 -0.35  -0.6886
H: -4.07 -1.84 1.83  0.6375
C: 5.18 -1.30 -1.80  -0.7920
H: -0.06 -1.92 -1.57  0.6039
H: -2.97 3.39 -2.89  0.3892
H: -0.43 1.12 -5.44  0.5310
H: 1.57 -5.39 -1.01  0.5066
O: -3.65 -0.02 -3.34  -0.3389
C: -4.31 -1.18 -3.86  -1.0868
H: -1.39 4.80 2.48  0.3672
C: -3.99 2.40 -0.67  -0.4400
O: -0.04 2.50 1.20  0.0429
C: -3.23 -1.28 2.22  -1.2022
H: -1.32 2.78 -4.12  0.6396
C: 4.18 1.32 3.30  -0.7758
H: -5.37 -0.98 -4.00  0.4274
C: 0.49 -5.03 0.81  -0.8308
C: -3.04 -1.12 3.58  -0.8598
C: 3.99 -0.94 4.14  -0.8162
C: 4.22 -1.34 -0.80  -0.7947
H: 0.00 5.01 1.41  0.3399
C: -4.09 0.51 -2.19  1.0936
C: 1.44 -2.42 0.62  0.5468
O: -1.15 0.38 -1.02  -0.7141
C: -0.91 0.83 -3.36  1.3833
H: -4.17 -2.03 -3.20  0.4149
C: -0.15 3.09 2.31  0.6324
N: -0.12 2.44 3.45  0.0915
C: -1.09 0.18 3.09  0.7603
C: -2.34 -0.70 1.34  -0.1571
C: -0.34 0.45 -4.59  -1.0242
C: -5.07 -0.06 -1.37  -0.6729

Summary:
LUMO level (eV): -7.9
Largest force on an atom (eV Å⁻¹): 0.40
Energy relative to the best compared isomer or geometry (same formula, charge and spin) (kcal per mole): 0.0
Charge: +3
Electronic energy (eV): -118943.878

[2]
This record from OMol25 describes C41H39N6O4P2Sn as an isolated structure. The level of theory is wB97M-V/def2-TZVPD.

Each line ends with the Mulliken charge.
Element x y z (Å)
H: 4.12 0.43 -1.45  0.2755
C: 4.75 -3.77 2.68  -0.5897
C: 3.55 1.06 1.13  -0.3258
H: 4.82 -5.05 -0.97  0.4730
H: -0.85 1.74 2.16  0.5626
C: -4.15 1.73 1.41  -0.4124
N: 1.04 0.42 -3.96  0.1692
H: -5.01 2.39 1.30  0.4676
P: 1.89 -0.57 -1.48  1.0069
N: -6.61 0.31 0.58  0.1662
O: 0.72 -2.15 3.80  -0.7022
H: -8.92 3.19 1.22  0.4897
H: 6.05 -6.27 0.80  0.4126
C: 4.09 -3.05 1.69  0.3913
H: -9.81 3.26 -4.69  0.3458
C: -2.92 2.24 1.76  -0.9122
H: 5.70 -1.07 3.56  0.5282
H: 1.81 -0.06 6.47  0.5229
H: 6.81 0.43 -0.84  0.5016
C: 3.16 0.73 -1.88  -1.4981
C: 5.50 -5.38 1.05  -0.6908
H: -2.80 3.30 1.96  0.4792
C: 5.88 0.61 -0.30  -0.8866
H: 5.91 2.73 -0.64  0.4675
H: 1.80 -2.66 -2.75  0.4457
C: 2.52 -1.84 -2.69  -1.3089
C: -9.40 3.83 -0.75  -0.7257
C: -9.16 3.63 -2.14  0.9876
C: -9.72 4.30 -4.38  -0.8051
H: 5.96 -5.48 3.14  0.4482
C: -5.62 -1.80 0.91  -0.5768
C: 4.10 -3.54 0.38  -0.4135
N: -7.29 1.33 0.67  -0.5767
C: -4.55 -2.55 1.13  -0.9010
H: -10.10 4.60 -0.46  0.4708
H: 5.65 -1.45 0.24  0.5223
C: -3.16 -0.43 1.43  0.0448
H: 0.75 -1.55 -4.60  0.3869
O: 0.69 -0.08 3.11  -0.4485
C: 4.21 2.13 0.53  -1.0501
H: -6.60 -2.24 0.75  0.5126
H: -8.78 4.74 -4.71  0.3720
H: -4.61 -3.63 1.17  0.4824
C: 5.39 1.90 -0.18  -0.4093
H: 2.88 1.67 -1.40  0.7147
H: 0.18 1.04 -2.15  0.4452
C: -7.86 2.04 -0.29  0.4331
C: 3.56 -1.02 3.71  -0.3923
H: 4.12 0.20 7.34  0.4446
C: 5.22 -0.46 0.31  -0.5458
H: -10.55 4.88 -4.77  0.2569
H: 4.00 -0.04 -5.10  0.3537
C: 0.57 0.13 -2.60  -1.0355
C: 3.78 -0.32 -4.08  -0.7963
C: 4.85 -0.86 4.20  0.0215
H: 3.53 -3.02 -0.39  0.1767
H: 4.68 -0.67 -3.58  0.3432
C: 5.05 -0.43 5.50  -0.8651
C: -3.24 -1.93 1.40  0.6965
H: 2.65 1.25 1.71  0.4358
C: 4.06 -0.24 1.04  0.8719
C: 2.03 1.44 -4.00  -0.7410
C: 1.52 -0.78 -4.64  -0.8927
H: -6.97 1.05 -2.01  0.4245
C: -4.28 0.35 1.23  0.9138
C: 4.81 -4.69 0.05  -0.4397
N: 2.74 -1.29 -4.03  0.2170
H: 3.45 -2.26 -2.32  0.5594
O: -2.25 -2.59 1.69  -0.5921
C: 2.67 -0.28 5.84  -0.5794
C: 1.20 -0.97 3.86  0.3314
H: 3.84 3.13 0.66  0.5199
H: 6.06 -0.31 5.88  0.4556
O: -9.82 4.41 -2.93  -0.3583
N: 3.34 0.97 -3.35  0.2335
H: 1.71 2.34 -3.47  0.3528
C: -7.63 1.84 -1.68  -0.5162
H: 2.27 1.70 -5.03  0.3620
C: -8.76 3.06 0.15  -0.2109
H: 4.06 1.68 -3.48  0.4225
N: -1.96 0.06 1.72  -0.0316
H: -0.25 -0.58 -2.66  0.4369
Sn: 0.14 -1.73 1.72  0.8639
C: -1.84 1.38 1.89  -0.6121
H: 1.72 -0.54 -5.69  0.3270
P: 3.16 -1.53 1.98  1.2297
C: 5.45 -4.93 2.36  -0.6867
C: 3.96 -0.14 6.32  -0.6131
H: 4.72 -3.44 3.71  0.4755
H: -8.09 2.47 -3.65  0.3967
C: -5.55 -0.33 0.90  0.3548
C: 2.49 -0.72 4.54  0.6966
C: -8.26 2.62 -2.59  -0.5580

Summary:
LUMO level (eV): -8.9
Largest force on an atom (eV Å⁻¹): 0.65
Energy relative to the best compared isomer or geometry (same formula, charge and spin) (kcal per mole): 40.9
Charge: +3
Electronic energy (eV): -84664.631

[3]
This record from OMol25 describes C41H41BrF4IrNO3PSi as an isolated structure. The level of theory is wB97M-V/def2-TZVPD.

Each line ends with the Mulliken charge.
Element x y z (Å)
H: -4.00 1.13 3.59  0.4461
C: -0.82 -1.77 -4.63  -0.6473
H: 2.85 -0.77 2.07  0.3429
C: 1.22 4.76 -0.46  -0.1774
H: 4.93 0.64 0.36  0.2448
O: -1.55 2.89 2.75  -0.5971
H: 1.02 1.30 2.65  -0.5413
C: 0.72 -4.07 1.30  -0.0795
C: -0.53 -5.15 -0.40  0.2683
C: -5.26 -3.68 1.49  -0.6574
C: 0.04 -2.76 -2.62  -0.9693
H: 3.53 1.53 -2.94  0.3509
F: 1.73 -7.53 1.09  -0.2679
H: 2.54 2.91 -6.85  0.4000
H: -2.70 -0.75 -4.45  0.4506
C: 1.38 -5.26 1.57  0.1932
H: -1.81 3.29 -0.80  0.2635
C: 3.09 1.72 2.96  -0.9299
H: -2.07 -3.11 2.45  0.4315
N: 2.05 0.74 0.87  1.4540
H: -0.29 3.35 -3.68  0.3794
C: -1.06 4.05 -0.60  0.1172
H: 3.09 2.34 -0.04  0.0771
H: -2.91 -1.17 -2.05  0.6324
C: -1.08 -2.32 -1.92  0.9680
C: -2.94 -3.15 1.80  -0.7739
H: -3.64 -0.55 3.97  0.4835
C: -2.06 -1.58 -2.58  -0.6838
Si: 0.95 2.13 -1.37  -1.2802
C: 3.16 2.18 -4.94  -0.8310
H: -2.02 1.97 5.13  0.3711
H: 3.09 0.89 3.67  0.3794
C: -2.80 -2.88 0.44  0.9889
H: -0.72 -1.55 -5.69  0.4485
H: -1.21 0.81 -1.54  0.7379
H: -1.54 -1.32 3.33  0.2133
C: 0.81 6.02 -0.05  -0.7811
H: 0.25 -0.08 -1.96  0.1299
H: -1.89 0.25 5.59  0.4256
C: -0.22 -3.98 0.28  0.0539
C: 1.10 -6.40 0.83  0.5397
H: -5.97 -3.58 -0.53  0.4602
H: -2.54 5.52 -0.11  0.4150
H: 3.14 -0.97 0.35  0.3140
C: 2.81 1.99 -3.61  -0.2130
F: 2.28 -5.34 2.55  -0.3146
C: 4.39 1.70 2.17  -0.7430
H: 5.15 -0.31 1.81  0.4754
H: 1.59 2.63 1.67  0.5282
H: -0.87 7.28 0.39  0.4006
H: 0.32 3.65 -6.03  0.4351
Br: 1.06 -2.64 2.48  -0.0132
C: 3.12 -0.24 1.16  -1.1163
Ir: -0.13 -0.27 0.70  3.2356
C: 0.13 -6.35 -0.15  0.3034
C: 0.17 -2.48 -3.97  -0.8776
H: 1.04 -2.83 -4.50  0.4514
C: 2.26 2.76 -5.81  -0.5364
C: -1.93 -1.32 -3.94  -1.0113
C: -0.55 6.30 0.08  -0.5032
H: -3.61 0.00 2.28  0.3578
H: 2.28 4.58 -0.58  0.3459
C: -1.48 5.31 -0.21  -0.7131
H: 1.54 6.79 0.16  0.4283
C: -4.16 -3.55 2.32  -0.7838
C: -3.90 -3.06 -0.40  -0.4717
H: 3.02 0.86 -0.98  0.7230
H: 0.83 -3.30 -2.11  0.4326
H: 5.24 1.78 2.85  0.4813
C: -1.91 0.62 3.46  2.0315
C: -0.16 0.67 -1.28  -1.4034
H: -3.80 -2.93 -1.47  0.5751
C: -3.38 0.28 3.31  -1.7705
C: 2.43 1.52 -0.34  -1.0447
H: -4.25 -3.77 3.38  0.4945
C: 1.02 3.18 -5.36  -0.7130
P: -1.13 -2.44 -0.12  0.3668
F: -1.49 -5.17 -1.32  -0.3362
H: 4.44 2.58 1.53  0.2764
C: 4.49 0.42 1.33  -0.8082
C: 0.68 2.99 -4.02  -0.5085
C: 0.29 3.75 -0.73  0.7804
C: -5.12 -3.45 0.13  -0.7814
C: -1.55 1.01 4.88  -1.7414
C: -1.54 1.73 2.47  -0.2853
C: 1.56 2.39 -3.12  0.8178
H: -0.47 1.13 4.99  0.3120
O: -1.10 -0.51 3.05  -0.4720
H: -6.21 -3.99 1.89  0.4113
H: 4.14 1.87 -5.29  0.4227
C: 1.86 1.64 2.06  -0.2274
O: -1.28 1.30 1.22  -0.6962
F: -0.18 -7.44 -0.84  -0.2748
H: 3.01 2.63 3.56  0.5090

Summary:
2S+1: 5
LUMO level (alpha / beta) (eV): -2.6 / -4.5
Largest force on an atom (eV Å⁻¹): 0.76
Charge: +1
Electronic energy (eV): -151724.184